C16H29AlBrCl5MgN5NaO12S | wB97M-V/def2-TZVPD

Structure (XYZ):
```
72
Properties=species:S:1:pos:R:3:forces:R:3
C -4.24063 2.89202 -0.49759 -0.4 -0.3 -0.2
O -4.73816 1.78060 -1.20421 -0.4 -0.2 0.0
C -4.01474 0.61313 -0.95772 0.6 0.3 -0.4
C -2.86361 0.41344 -1.94569 0.3 -0.6 0.7
C -1.74424 -0.34383 -1.23155 -0.4 0.8 0.1
C -0.91999 0.57902 -0.33133 0.5 -1.1 -0.5
C -0.20245 -0.15533 0.81058 -0.3 0.6 -0.5
C -0.87600 0.05474 2.13657 0.0 0.2 -0.1
N -2.15350 -0.66598 2.28860 0.0 0.3 0.3
N -3.22743 -0.09356 2.85285 0.6 0.1 -0.2
N -4.21379 -0.90648 2.90467 -0.4 -0.3 0.0
N -3.81831 -2.03594 2.38648 -0.8 -0.2 0.3
C -2.54943 -1.90697 2.01429 0.0 -0.1 -0.5
C -1.72359 -2.98517 1.43311 0.1 -0.4 1.1
C -0.56126 -3.27993 2.37410 0.6 -1.4 -0.3
O 0.06649 -4.30964 2.32801 -0.5 1.1 0.0
H -4.90781 3.70940 -0.70241 -0.1 0.4 -0.2
H -4.29077 2.69748 0.57028 0.2 0.0 0.4
H -3.23151 3.14858 -0.79878 0.4 0.1 0.0
H -4.65334 -0.25863 -0.99856 -0.5 -0.1 0.0
H -3.57799 0.65341 0.04467 -0.1 0.0 0.4
H -3.18994 -0.20291 -2.76472 -0.3 0.1 -0.6
H -2.49150 1.36490 -2.29056 0.0 0.4 -0.3
H -2.22604 -1.07866 -0.60112 0.0 -0.7 -0.1
H -1.11658 -0.85922 -1.97709 -0.4 -0.3 0.6
H -0.13667 1.01835 -0.94224 0.1 0.5 -0.1
H -1.52542 1.39813 0.02419 -0.2 0.3 0.2
H -0.05002 -1.18674 0.54110 0.1 -0.4 0.1
H 0.78225 0.27086 0.91196 0.4 0.2 0.3
H -1.11294 1.10623 2.19214 -0.2 0.4 0.2
H -0.23016 -0.12673 2.97630 0.1 -0.4 0.5
H -3.24745 0.85388 3.20714 0.0 0.1 0.0
H -2.35427 -4.01227 1.37084 0.7 1.3 0.0
H -1.38378 -2.72994 0.44720 0.1 -0.2 -0.6
H -0.33805 -2.50895 3.13092 0.1 0.0 0.2
Br -3.81779 -5.04678 1.24015 -0.6 -0.7 -0.2
Al 0.43146 0.07859 -3.14437 0.3 0.6 -0.7
O 0.32008 2.33521 3.34070 0.8 1.4 1.3
H -0.06816 3.14028 3.73806 -0.3 -0.1 -0.3
C 5.43784 0.96282 -0.98601 0.1 0.2 0.5
C 4.68932 2.03714 -1.73586 0.2 -0.1 0.0
C 4.85341 3.46484 -1.24442 -0.1 0.1 0.0
O 3.59369 4.05073 -1.64326 0.2 -0.2 0.1
C 2.68232 3.06337 -1.68553 -0.4 -0.1 0.0
O 1.50669 3.16888 -1.81596 0.0 0.2 0.0
O 3.28432 1.84895 -1.56339 0.1 -0.3 0.0
H 5.07598 -0.00964 -1.27572 -0.2 -0.3 -0.1
H 6.51568 1.01553 -1.18966 0.0 0.2 0.0
H 5.28354 1.04924 0.09061 0.1 0.1 0.0
H 4.90243 1.96438 -2.80660 0.0 0.1 0.0
H 5.68795 3.99193 -1.69708 -0.2 0.2 -0.1
H 4.92649 3.53401 -0.15694 0.0 -0.1 0.0
C 3.75269 -2.97435 -3.18824 -1.3 0.3 -0.9
N 4.70380 -1.85043 -3.16498 0.3 0.3 0.0
O 4.29412 -0.76230 -3.39606 0.1 0.4 -0.1
O 5.92025 -2.05722 -2.89030 0.4 -0.2 0.3
H 2.71900 -2.48022 -3.42690 2.5 -1.4 0.2
H 4.08658 -3.69214 -3.93781 0.1 0.1 0.1
H 3.75197 -3.42124 -2.19735 0.0 0.0 0.0
O 3.05031 2.15076 4.62419 -0.3 0.1 0.0
S 2.88650 3.59468 4.45537 1.5 -0.9 -1.6
O 1.44746 3.96612 4.70793 -1.1 -0.9 -0.2
O 3.21572 3.96933 3.07663 0.0 0.0 0.4
O 3.77284 4.29459 5.39224 -1.4 0.6 0.4
C -7.29324 -4.96316 -1.53049 0.0 0.0 0.0
Cl -8.96235 -5.05145 -2.07576 0.0 0.0 0.0
Cl -6.83508 -6.49195 -0.77949 0.1 0.0 0.1
Cl -6.23494 -4.64547 -2.91090 0.0 0.0 0.0
Cl -7.12852 -3.64881 -0.35519 0.0 0.0 0.0
Na 5.68528 3.66629 5.07408 0.6 -0.2 0.0
Cl 1.16437 -1.91225 -2.45812 -1.1 0.2 0.8
Mg 7.76063 -1.24756 -2.18601 -0.8 -0.3 -0.3
```
Forces are in eV/Å.

Results
Spin multiplicity: 1
Net charge: +2
HOMO (eV): -11.39

Results of the Mulliken charge analysis, in e, for atoms 1 through 6:
1 C -0.63
2 O -0.46
3 C 0.01
4 C -1.20
5 C 0.32
6 C 0.77

C16H29AuN2S | wB97M-V/def2-TZVPD

Structure (XYZ):
```
49
Properties=species:S:1:pos:R:3:forces:R:3
C 1.81531 3.00650 -1.00356 0.1 -0.2 -0.1
H 2.60667 3.70685 -0.71141 -0.1 -0.2 0.0
H 2.15249 2.46949 -1.89651 0.1 0.1 0.0
H 1.69860 2.26369 -0.19817 0.1 0.3 -0.1
C 0.50187 3.72893 -1.26221 -0.1 0.1 0.1
H -0.25872 3.00357 -1.57687 0.0 0.0 0.0
H 0.13996 4.16281 -0.32379 0.0 0.0 -0.1
C 0.61750 4.83437 -2.30696 -0.1 0.0 0.0
H -0.33571 5.35682 -2.41586 0.1 0.0 0.0
H 1.37332 5.56995 -2.01718 -0.1 -0.1 0.0
H 0.89470 4.43159 -3.28558 0.0 0.0 0.1
C -0.97865 -2.07817 -0.35034 0.9 -0.5 0.8
C -1.56054 -1.14839 -1.23877 -1.4 0.6 -0.2
C -0.59698 -0.71443 -2.17058 1.0 0.6 -0.4
C 0.68543 -1.26818 -1.79067 -0.8 -1.1 -0.2
C 0.42341 -2.17138 -0.65191 0.0 0.1 -0.7
C 1.35323 -3.22039 -0.15133 0.3 0.1 0.2
C 1.86855 -1.35826 -2.68944 0.5 0.5 0.1
C -0.84759 0.15730 -3.34319 -0.1 0.4 0.0
C -2.96886 -0.68140 -1.18367 0.1 0.4 0.1
C -1.67601 -2.81599 0.71747 0.0 0.2 0.5
Au 1.26899 -0.20109 0.10784 -0.7 0.1 0.0
H 2.75656 -1.66102 -2.12381 -0.1 0.0 -0.3
H 1.70110 -2.08632 -3.49756 0.0 0.1 0.2
H 2.08524 -0.38237 -3.15137 -0.1 -0.3 0.0
H 2.37442 -3.02195 -0.48743 -0.2 -0.2 0.0
H 1.36688 -3.23462 0.94684 -0.1 -0.1 -0.2
H 1.05608 -4.21664 -0.50175 0.0 0.1 0.0
H -2.50944 -2.22941 1.11841 0.1 -0.1 -0.1
H -2.09247 -3.76609 0.36685 0.0 0.0 -0.1
H -0.99390 -3.03965 1.54443 -0.1 -0.1 -0.2
H -3.08631 0.26917 -1.71827 0.0 -0.3 0.1
H -3.66214 -1.40526 -1.62958 0.1 0.0 0.0
H -3.28759 -0.51428 -0.14510 0.0 -0.2 -0.2
H -0.01115 0.85080 -3.50395 -0.1 -0.2 0.0
H -0.98385 -0.41443 -4.27800 0.1 0.0 0.3
H -1.75928 0.74970 -3.20079 0.2 -0.1 -0.1
S 1.88198 0.75595 2.11083 0.4 0.1 0.1
C 0.71504 0.08802 3.18218 -0.8 -0.5 1.3
N 1.04310 -0.64401 4.25561 0.3 0.7 -1.0
C -0.08686 -0.87307 5.14438 0.2 -0.5 0.6
C -1.21938 -0.12032 4.45299 -0.8 0.1 0.2
N -0.61122 0.32043 3.20284 0.9 0.1 -0.6
H 1.99642 -0.93357 4.43475 -0.2 0.1 0.0
H 0.12537 -0.48798 6.14819 -0.1 -0.1 -0.3
H -0.29314 -1.94362 5.22022 0.1 0.1 0.0
H -1.55404 0.72875 5.06254 0.0 -0.1 -0.3
H -2.07712 -0.76771 4.25083 0.1 0.1 0.1
H -1.05126 0.94532 2.53839 0.2 0.0 0.3
```
Forces are in eV/Å.

Results
Spin multiplicity: 3
Net charge: +2
ΔE to the lowest compared entry with this formula, charge and spin (eV): 0.0321
HOMO (spin up / spin down) (eV): -15.41 / -15.62
Expectation value of S²: 2.01

Results of the Mulliken charge analysis, in e, for atoms 1 through 6:
1 C -0.06
2 H 0.42
3 H 0.25
4 H -0.63
5 C -0.02
6 H 0.03

C16H29BCaF6N4O3 | wB97M-V/def2-TZVPD

Structure (XYZ):
```
60
Properties=species:S:1:pos:R:3:forces:R:3
Ca -0.73733 0.51748 0.00021 0.1 -0.2 -0.1
C 1.66496 -1.79088 2.46558 0.0 0.0 0.0
C 1.89809 -0.66836 1.48629 0.0 0.0 0.0
C 2.30302 -0.96531 0.17739 0.0 0.0 0.0
C 2.52286 -2.41402 -0.18740 0.0 0.0 0.0
C 2.52964 0.07091 -0.73611 0.0 0.0 0.0
C 2.97369 -0.20235 -2.15542 0.1 0.0 0.0
C 2.35861 1.40565 -0.33216 0.0 -0.1 0.0
C 2.69655 2.51851 -1.29431 0.0 0.0 0.0
C 1.92010 1.70141 0.96494 0.0 0.0 0.1
C 1.67369 3.14136 1.35564 0.0 0.0 0.0
C 1.73122 0.66049 1.89132 0.0 0.0 0.0
C 1.39003 0.93904 3.33553 0.0 0.0 0.0
H 2.60529 -2.09574 2.93599 0.0 0.0 0.0
H 1.24318 -2.66307 1.97036 0.0 0.0 0.0
H 0.97097 -1.50389 3.24960 0.0 0.0 0.0
H 3.03745 -2.53386 -1.13561 0.0 0.0 0.0
H 1.57861 -2.96484 -0.23464 0.0 0.0 0.0
H 3.12907 -2.90917 0.57211 0.0 0.0 0.0
H 2.54613 0.52389 -2.84295 0.0 0.0 0.0
H 2.67449 -1.18840 -2.50281 0.0 0.0 0.0
H 4.06210 -0.14563 -2.24611 0.0 0.0 0.0
H 3.60125 2.28162 -1.85259 0.0 0.0 0.0
H 2.87508 3.45811 -0.77866 0.0 0.0 0.0
H 1.89764 2.67401 -2.02258 0.0 0.0 0.0
H 2.59610 3.62212 1.69417 0.0 0.0 0.0
H 0.93605 3.22370 2.14478 0.0 0.0 0.0
H 1.29284 3.71610 0.51260 0.0 0.0 0.0
H 0.34917 0.68896 3.54957 0.0 0.0 0.0
H 1.54159 1.97994 3.59997 0.0 0.0 0.0
H 2.02141 0.34301 3.99517 0.0 0.0 0.0
C -4.57417 -0.31883 -2.69066 0.0 0.0 0.0
O -3.39953 -1.01111 -3.14693 0.0 0.0 0.1
C -2.40011 -1.02750 -2.27499 0.1 0.1 -0.1
O -2.49851 -0.69526 -1.10675 -0.1 -0.1 -0.1
N -1.25504 -1.50639 -2.84476 0.1 0.0 0.1
N -0.07248 -1.31379 -2.10390 -0.1 0.1 0.0
H -5.26041 -0.33441 -3.53078 0.0 0.0 0.0
H -4.31458 0.70259 -2.42136 0.0 0.0 0.0
H -5.00735 -0.82790 -1.83213 0.0 0.0 0.0
H -1.19445 -1.39142 -3.84627 0.0 0.0 0.0
H 0.44950 -0.54020 -2.51630 -0.1 0.0 0.0
H 0.48223 -2.15845 -2.13624 0.0 0.0 0.0
N -2.96191 -1.64433 2.63837 0.1 0.0 -0.1
C -2.07241 -1.96314 1.68163 0.0 0.0 0.0
N -2.25221 -3.14745 1.01976 0.1 0.1 0.0
O -1.08339 -1.25449 1.44059 -0.1 -0.1 0.1
H -3.81110 -2.16893 2.73936 0.0 0.0 0.0
H -2.93431 -0.68898 2.97993 0.0 0.0 0.0
H -3.17062 -3.55503 0.98597 0.0 0.0 0.0
H -1.71082 -3.22112 0.17462 0.0 0.0 0.0
F -1.86805 1.53044 -2.92777 0.1 0.0 0.0
C -0.62528 1.75318 -2.26112 -0.2 0.0 0.2
F 0.31921 1.19017 -3.20900 0.0 0.1 -0.1
H -0.47035 2.83234 -2.40084 0.0 0.0 -0.1
F -1.04506 1.95610 1.84944 0.0 0.1 0.0
B -2.48011 1.90567 2.02863 0.0 -0.2 0.0
F -2.75083 1.16147 3.18363 0.0 0.0 0.0
F -2.90108 1.16524 0.87960 -0.1 0.0 0.0
F -3.02030 3.15073 2.06842 0.0 0.1 0.0
```
Forces are in eV/Å.

Results
Spin multiplicity: 1
Net charge: 0
ΔE to the lowest compared entry with this formula, charge and spin (eV): 0.1162
HOMO (eV): -7.84

Results of the Mulliken charge analysis, in e, for atoms 1 through 6:
1 Ca 2.06
2 C -2.71
3 C 1.35
4 C 1.68
5 C -2.53
6 C 1.01

C16H29FN2O4 | wB97M-V/def2-TZVPD

Structure (XYZ):
```
52
Properties=species:S:1:pos:R:3:forces:R:3
C 3.84326 2.87895 -0.61303 -0.5 0.0 -0.2
C 3.55985 1.51133 -1.25667 0.2 -0.1 -0.2
C 3.64119 0.34728 -0.27912 0.0 0.1 0.1
N 2.53994 0.32345 0.69447 0.2 -0.3 -0.4
C 1.18163 0.08198 0.21765 0.0 0.2 0.3
C 1.06076 -0.89854 -0.93557 -0.7 -0.1 -0.3
C -0.08073 -0.64100 -1.93452 0.5 0.0 -0.2
C -0.61309 -1.91220 -2.61607 -0.3 0.0 0.1
N -0.96749 -3.04900 -1.77278 0.1 0.0 -0.2
O 0.65692 1.39527 -0.14154 0.7 0.2 0.3
C 0.66179 2.05514 1.05828 -0.4 0.4 -0.1
O 0.84123 3.21915 1.21982 -0.2 -0.4 -0.1
O 0.34132 1.18057 2.05113 0.4 0.0 0.0
C 0.27988 -0.13721 1.47550 -0.4 -0.2 -0.2
C -1.21860 -0.46810 1.21045 0.0 -0.1 0.1
C -2.19465 0.71223 1.08509 -0.2 -0.5 0.2
C -3.57979 0.26289 0.57105 0.2 0.6 -0.3
C -4.58571 1.37111 0.92252 0.3 -0.1 0.0
C -3.56231 0.04609 -0.95985 0.0 -0.1 0.2
C 0.82524 -1.13153 2.50737 0.2 0.1 0.4
C 0.73617 -2.56132 2.05378 -0.5 -0.3 0.0
O -0.20482 -3.28099 2.02812 0.4 0.3 0.0
F 1.94280 -3.01282 1.63008 0.1 0.0 -0.1
H 4.16707 2.76480 0.42142 0.2 0.1 0.0
H 4.58542 3.42982 -1.18961 0.1 0.0 0.2
H 2.93699 3.48628 -0.58700 0.1 0.0 0.1
H 2.58874 1.50480 -1.75825 0.0 0.1 0.1
H 4.29605 1.30849 -2.04216 0.0 0.0 0.1
H 3.74639 -0.60462 -0.81322 -0.1 0.0 0.0
H 4.55719 0.45432 0.31050 -0.1 0.0 0.0
H 2.79514 -0.31662 1.42919 -0.1 0.0 0.0
H 0.94552 -1.89834 -0.50599 0.0 0.0 0.1
H 1.98103 -0.92641 -1.51234 0.1 0.0 0.2
H -0.89321 -0.08332 -1.48373 0.0 -0.1 0.1
H 0.32516 -0.00159 -2.72581 -0.2 0.1 0.1
H 0.09044 -2.26934 -3.37143 0.1 0.0 0.1
H -1.51851 -1.62753 -3.16245 0.1 0.0 -0.1
H -1.57241 -2.80106 -1.00248 0.0 0.0 0.0
H -0.16198 -3.54414 -1.41699 0.0 0.0 0.1
H -1.55885 -1.04351 2.07619 0.0 0.0 -0.1
H -1.33210 -1.14673 0.36425 0.2 0.0 0.0
H -2.33014 1.13614 2.08436 0.1 0.1 -0.1
H -1.83303 1.50582 0.43185 0.1 0.0 0.0
H -3.85417 -0.66837 1.07295 -0.1 0.0 0.0
H -4.13996 2.33974 0.67406 -0.1 0.0 -0.1
H -5.51254 1.27068 0.35672 0.0 0.0 0.1
H -4.80629 1.39110 1.99210 0.0 0.0 -0.1
H -3.45600 -1.00583 -1.23352 0.1 0.0 0.0
H -4.48767 0.41078 -1.40829 0.0 -0.1 0.0
H -2.75058 0.60678 -1.42658 -0.1 0.0 0.0
H 1.85669 -0.92966 2.79114 -0.1 0.1 0.0
H 0.23084 -1.03517 3.41899 -0.1 0.0 -0.1
```
Forces are in eV/Å.

Results
SMILES: CCCN[C@]1(CCCN)OC(=O)O[C@]1(CCC(C)C)CC(=O)F
Spin multiplicity: 1
Net charge: 0
ΔE to the lowest compared entry with this formula, charge and spin (eV): 0.0000
HOMO (eV): -9.42

Results of the Mulliken charge analysis, in e, for atoms 1 through 6:
1 C -1.25
2 C -0.02
3 C -0.94
4 N -0.14
5 C 0.97
6 C -1.18

Q: Which value of spin multiplicity does entry 2 give?
A: 3